Formula: C41H86N2O6S
Source: the Open Molecules 2025 dataset
Level of theory: wB97M-V/def2-TZVPD

Each line ends with the Mulliken charge.
CARTESIAN COORDINATES (ANGSTROEM)
C -3.305 1.201 5.650  -1.3709
C -2.821 0.260 4.513  0.0616
C -1.271 0.132 4.656  -1.0188
C -0.796 -1.002 3.708  1.8613
C -0.891 -2.365 4.434  -1.1163
C -0.529 -3.558 3.522  -0.7237
C -1.287 -3.571 2.172  0.4767
C -2.817 -3.707 2.338  -0.6181
C -3.640 -3.348 1.083  -0.9804
C -3.291 -1.977 0.460  -0.3647
C -2.224 -2.054 -0.686  -1.1171
C -1.391 -0.769 -0.591  0.9068
C -0.038 -0.852 -0.117  -0.5145
C 0.701 0.277 0.021  -1.3414
C 0.092 1.490 -0.319  0.7560
N 0.689 2.719 -0.206  -0.6059
S -0.429 3.752 -0.676  0.1231
N -1.711 2.855 -1.073  -0.6733
C -1.272 1.591 -0.808  0.2440
C -2.010 0.389 -0.931  -0.3746
H -4.346 1.519 5.524  0.3858
H -3.178 0.699 6.620  0.3249
H -2.632 2.069 5.664  0.3215
H -3.245 -0.747 4.608  0.1804
H -3.080 0.745 3.564  0.1893
H -0.846 1.099 4.361  0.3886
H -1.096 -0.117 5.711  0.4116
H 0.213 -0.842 3.306  -0.2165
H -1.514 -1.033 2.877  -1.0328
H -0.203 -2.315 5.292  0.4879
H -1.908 -2.493 4.831  0.3478
H -0.677 -4.491 4.084  0.4892
H 0.550 -3.472 3.311  0.1049
H -0.970 -2.718 1.569  -1.0225
H -0.947 -4.492 1.668  0.6088
H -3.140 -3.138 3.222  0.1426
H -3.025 -4.763 2.571  0.4302
H -3.605 -4.136 0.318  0.1615
H -4.689 -3.278 1.418  0.4049
H -2.858 -1.349 1.252  -0.1600
H -4.155 -1.435 0.056  0.6451
H -1.586 -2.941 -0.601  0.2095
H -2.703 -2.110 -1.673  0.4878
H 0.344 -1.841 0.127  0.6084
H 1.713 0.184 0.410  0.8448
H -3.040 0.414 -1.282  0.5890
C -2.784 -5.399 -5.164  -1.0916
C -2.814 -5.811 -3.702  -0.3540
O -3.302 -4.799 -2.838  -0.3137
C -4.638 -4.382 -3.054  -0.2936
C -5.660 -5.488 -2.853  -1.2471
H -2.274 -4.441 -5.282  0.2831
H -2.266 -6.151 -5.759  0.4072
H -3.790 -5.288 -5.571  0.2670
H -1.796 -6.020 -3.371  0.3110
H -3.384 -6.737 -3.568  0.3238
H -4.742 -3.928 -4.046  0.4212
H -4.825 -3.590 -2.326  0.2640
H -5.585 -6.251 -3.630  0.3010
H -6.671 -5.080 -2.886  0.3959
H -5.508 -5.981 -1.892  0.3205
C 5.081 -0.576 5.138  -0.9469
C 5.140 -0.109 3.693  -0.3869
O 3.881 -0.120 3.047  -0.3883
C 2.888 0.728 3.595  0.5303
C 3.249 2.202 3.545  -1.4163
H 4.555 -1.529 5.210  0.1592
H 6.088 -0.694 5.542  0.4000
H 4.552 0.140 5.769  0.2958
H 5.773 -0.792 3.123  0.3409
H 5.604 0.880 3.620  0.3311
H 2.640 0.418 4.617  0.2762
H 1.992 0.563 2.994  -0.2459
H 4.073 2.437 4.222  0.3415
H 2.394 2.812 3.839  0.4137
H 3.559 2.488 2.539  0.3477
C 0.776 10.022 0.086  -1.0280
C 2.244 9.658 -0.062  -0.2906
O 2.626 8.525 0.696  -0.4339
C 1.984 7.309 0.362  -0.3511
C 2.255 6.847 -1.060  -0.6858
H 0.501 10.090 1.140  0.2849
H 0.571 10.979 -0.396  0.3896
H 0.128 9.273 -0.374  0.2457
H 2.853 10.484 0.307  0.3332
H 2.508 9.521 -1.117  0.2764
H 0.906 7.379 0.551  0.2904
H 2.374 6.564 1.058  0.3014
H 1.782 7.505 -1.792  0.2661
H 1.861 5.842 -1.214  0.0863
H 3.326 6.843 -1.267  0.3179
C 0.166 1.263 -4.408  -0.6619
C 1.469 0.815 -3.806  -0.4835
O 2.557 0.756 -4.711  -0.4853
C 2.930 1.986 -5.304  -0.2233
C 3.398 3.027 -4.300  -0.9543
H -0.069 0.708 -5.318  0.3465
H -0.640 1.136 -3.683  0.2299
H 0.195 2.320 -4.689  0.2829
H 1.341 -0.203 -3.434  0.1969
H 1.725 1.439 -2.941  0.2840
H 2.113 2.378 -5.921  0.2213
H 3.750 1.753 -5.984  0.3405
H 2.578 3.375 -3.669  0.1672
H 3.809 3.895 -4.818  0.4051
H 4.163 2.610 -3.644  0.2889
C 5.375 -6.982 5.765  -1.0476
C 5.431 -6.521 4.318  -0.2562
O 4.172 -6.526 3.672  -0.4466
C 3.190 -5.666 4.220  -0.4812
C 3.570 -4.196 4.167  -0.8247
H 4.848 -7.935 5.844  0.2892
H 6.382 -7.101 6.166  0.3899
H 4.849 -6.263 6.396  0.2539
H 6.060 -7.208 3.751  0.3348
H 5.898 -5.533 4.241  0.2615
H 2.942 -5.969 5.244  0.3143
H 2.290 -5.822 3.623  0.2118
H 4.400 -3.972 4.840  0.3657
H 2.725 -3.573 4.462  0.3494
H 3.881 -3.916 3.159  0.3074
C -2.685 4.741 -8.130  -1.0294
C -3.830 3.874 -7.633  -0.2895
O -3.441 2.554 -7.305  -0.4689
C -2.495 2.428 -6.257  -0.2522
C -2.999 2.955 -4.922  -0.5221
H -2.140 4.235 -8.929  0.2742
H -3.064 5.692 -8.506  0.3928
H -1.971 4.959 -7.333  0.2574
H -4.573 3.778 -8.426  0.3454
H -4.338 4.347 -6.784  0.2737
H -1.547 2.902 -6.537  0.2656
H -2.293 1.361 -6.162  0.2243
H -3.109 4.042 -4.935  0.2772
H -2.301 2.704 -4.124  0.0002
H -3.975 2.529 -4.686  0.2831

HOMO energy = -9.0 eV
F_max = 2.02 eV/Å
total energy = -70009.74486 eV